Molecular formula: C14H22N5O5
Method: DFT, ωB97M-V/def2-TZVPD

The calculation puts the HOMO energy at -12.511 eV. Its frontier orbital gap is 9.9 eV. As for the energy above the lowest of the compared OMol25 structures with the same formula, charge and spin: 59.04 kcal per mole. Its charge is +1.

Positions of all 46 atoms, in Å:
H  4.1350  -1.6034  -2.0487
C  4.1543  -0.9500  -1.1699
C  3.0375  -1.4499  -0.1944
H  -3.0379  1.6113  2.5856
C  0.6225  0.1064  -4.1343
C  4.1780  0.5198  -1.7623
H  -0.3912  0.0507  -4.4853
C  -1.9255  -0.8640  2.3565
C  -2.4351  3.3594  1.3695
C  -2.8911  1.4063  0.5028
C  1.6511  -0.8791  -0.5424
C  -1.9317  -0.9328  0.8420
C  0.7179  0.1234  -2.5965
C  0.3791  -1.3800  0.1258
O  0.1897  1.0737  -1.9660
O  4.0286  1.5002  -0.8720
C  -2.6767  2.2930  -0.5465
H  -4.0186  -0.2936  0.9309
H  2.9064  -2.5441  -0.0769
N  -0.6613  -0.5215  0.1396
H  -0.4105  -2.3067  2.4380
C  -3.2340  -0.0742  0.3798
H  -2.7281  1.8916  -1.5396
N  -2.3441  3.4411  0.0177
N  -1.0499  -1.6780  2.9885
H  -0.5772  0.4385  -0.2209
H  5.0558  -1.1263  -0.6901
H  1.0759  1.1157  -4.4914
N  1.4941  -0.8015  -2.0400
H  1.6344  -1.7327  -2.4929
H  -2.1681  4.3027  -0.5797
H  -2.1202  -2.0356  0.5574
O  4.0551  0.8436  -2.8978
H  1.1547  -0.6590  -4.6488
H  1.6350  0.1557  -0.1804
H  3.8431  2.1757  -1.5855
O  0.3930  -2.5452  0.6124
O  -2.6400  -0.1306  3.0132
H  3.3094  -0.9840  0.7672
C  -0.9589  -1.7117  4.5224
H  -3.6148  -0.3343  -0.5914
H  -0.5455  -2.6507  4.8531
H  -0.2403  -0.8971  4.5463
H  -1.9601  -1.6212  5.0659
H  -2.2815  4.2143  2.0615
N  -2.8085  2.0842  1.6779